No. 1
18
Properties=species:S:1:pos:R:3 method="wB97M-V/def2-TZVPD" total_charge=+2 lumo_energy_ev=-8.1304 max_force_ev_per_a=4.025 gap_ev=10.517
C 2.06 0.10 -0.10
C -1.98 0.07 -0.11
N 2.85 -0.94 -0.21
N 2.43 1.38 -0.30
N -2.93 0.69 -0.76
N -2.37 -1.19 0.12
N 0.76 -0.22 0.16
P -0.40 1.00 0.59
H 3.84 -0.77 -0.18
H 2.48 -1.89 -0.12
H 3.40 1.63 -0.38
H 2.03 2.27 -0.06
H -3.84 0.32 -0.97
H -2.69 1.58 -1.20
H -3.30 -1.51 -0.12
H -1.84 -1.73 0.80
H 0.54 -1.07 0.65
H -1.05 0.27 2.20


No. 2
24
Properties=species:S:1:pos:R:3 method="wB97M-V/def2-TZVPD" s2=6.1265 total_charge=0 lumo_energy_ev="0.5219 / -2.8125" multiplicity=5 max_force_ev_per_a=5.050 gap_ev="6.360 / 6.237"
O -3.67 -1.35 -1.78
C -2.58 -1.18 -1.41
Fe -1.03 -0.54 -0.89
C -0.64 0.24 -2.53
O -0.40 0.90 -3.46
C -1.84 0.98 -0.50
O -2.42 1.98 -0.37
C 1.47 0.28 0.34
C 0.88 0.31 1.60
C -0.30 -0.31 1.97
C -1.14 -1.02 1.06
C -0.62 -2.13 0.30
C 0.55 -1.96 -0.41
C 1.02 -0.64 -0.68
H 2.23 0.99 0.01
H 1.35 0.98 2.34
H -0.64 -0.22 3.01
H -2.18 -1.05 1.38
H -1.15 -3.08 0.26
H 1.04 -2.77 -0.97
H 1.52 -0.52 -1.64
N 1.87 2.69 0.84
N 2.87 3.34 0.80
N 3.80 4.07 0.75


No. 3
65
Properties=species:S:1:pos:R:3 method="wB97M-V/def2-TZVPD" total_charge=+4 lumo_energy_ev=-15.1304 max_force_ev_per_a=11.101 gap_ev=5.585
P -2.27 -0.99 -1.18
C -3.73 -1.51 -0.20
H -4.46 -2.02 -0.83
H -4.23 -0.66 0.27
H -3.44 -2.20 0.59
C -3.13 0.20 -2.26
H -2.56 0.44 -3.15
H -3.30 1.14 -1.73
H -4.10 -0.18 -2.60
C -2.16 -2.46 -2.27
H -3.11 -2.65 -2.77
H -1.90 -3.33 -1.67
H -1.38 -2.32 -3.02
P 2.12 -2.06 0.32
C 2.11 -3.24 1.70
H 3.06 -3.79 1.72
H 1.30 -3.95 1.60
H 2.01 -2.72 2.64
C 2.42 -3.26 -1.04
H 2.75 -2.78 -1.95
H 1.52 -3.81 -1.27
H 3.19 -3.98 -0.76
C 3.78 -1.36 0.54
H 4.53 -2.15 0.54
H 3.85 -0.84 1.49
H 4.04 -0.66 -0.24
P 0.70 2.42 1.05
C 0.53 2.85 2.82
H 0.70 3.92 2.98
H 1.25 2.30 3.43
H -0.46 2.61 3.19
C 2.34 3.22 0.78
H 2.38 4.19 1.26
H 2.55 3.36 -0.27
H 3.12 2.59 1.20
C -0.41 3.71 0.37
H -0.06 4.71 0.63
H -1.42 3.59 0.76
H -0.47 3.64 -0.71
Zr 0.52 0.01 -0.73
C -0.56 -2.01 0.50
O -1.01 -2.92 1.10
C 1.20 -0.06 1.78
O 1.51 -0.23 2.90
C 2.27 1.18 -1.82
C 1.10 1.92 -2.06
C -0.01 1.32 -2.67
C 0.06 -0.02 -3.08
C 1.22 -0.78 -2.83
C 2.33 -0.17 -2.21
H 3.15 1.65 -1.39
H 1.08 2.99 -1.87
H -0.91 1.91 -2.86
H -0.73 -0.46 -3.67
H 1.28 -1.80 -3.19
H 3.27 -0.69 -2.16
N -2.82 0.37 3.38
C -3.40 1.30 2.54
C -2.63 1.31 1.39
N -1.58 0.40 1.51
C -1.72 -0.16 2.71
H -3.12 0.09 4.32
H -4.27 1.88 2.79
H -2.78 1.90 0.49
H -1.10 -0.93 3.17


No. 4
59
Properties=species:S:1:pos:R:3 method="wB97M-V/def2-TZVPD" total_charge=-1 lumo_energy_ev=1.1701 max_force_ev_per_a=2.547 gap_ev=6.416
Ti -0.12 0.10 -0.25
O -2.60 -2.88 0.95
C -1.79 -2.45 0.15
O -0.94 -1.50 0.45
C -1.69 -3.01 -1.25
C -2.56 -4.08 -1.50
C -2.57 -4.74 -2.71
C -1.68 -4.33 -3.70
C -0.82 -3.28 -3.47
C -0.80 -2.58 -2.25
S 0.39 -1.28 -2.17
H -3.23 -4.36 -0.71
H -3.25 -5.56 -2.89
H -1.66 -4.84 -4.66
H -0.14 -2.95 -4.24
F 0.05 3.68 2.94
C -0.62 3.91 1.79
F -0.39 5.18 1.45
F -1.92 3.78 2.05
S 0.10 2.76 0.48
O -0.46 1.49 1.18
O 0.99 1.30 -0.79
N -0.96 3.27 -0.66
S -2.00 2.37 -1.34
O -2.45 2.87 -2.59
O -1.65 0.92 -1.31
C -3.54 2.34 -0.32
F -3.94 3.59 -0.07
F -4.51 1.72 -1.00
F -3.36 1.71 0.83
N 3.18 0.49 4.40
C 1.81 0.91 4.05
C 0.79 0.06 4.81
N -0.42 -0.29 4.10
H 3.87 1.12 4.00
H 3.32 -1.10 3.53
H 3.31 0.52 5.41
H 1.68 0.74 2.98
H 1.64 1.97 4.22
H 0.51 0.56 5.74
H 1.27 -0.88 5.11
H -0.21 -0.87 3.29
H -0.91 0.53 3.74
O 4.24 -4.08 4.05
S 2.97 -3.41 3.96
O 2.28 -3.11 5.17
N 3.12 -2.01 3.05
C 2.48 -2.03 1.86
S 2.43 -0.75 0.82
C 1.84 -3.34 1.64
C 1.18 -3.77 0.51
C 0.64 -5.05 0.51
C 0.77 -5.88 1.62
C 1.46 -5.46 2.76
C 1.98 -4.18 2.74
H 1.09 -3.11 -0.35
H 0.10 -5.40 -0.36
H 0.32 -6.86 1.60
H 1.57 -6.10 3.62


No. 5
17
Properties=species:S:1:pos:R:3 method="wB97M-V/def2-TZVPD" total_charge=0 lumo_energy_ev=0.2381 smiles=[SiH3]C[Si](I)(I)C[SiH3] max_force_ev_per_a=2.422 gap_ev=9.719
C -0.33 -0.37 -1.52
C -0.04 0.50 1.70
Si 0.41 -2.12 -1.65
Si 1.18 1.93 1.45
Si -1.25 0.06 0.07
I -2.62 2.09 -0.34
I -2.83 -1.75 0.73
H -1.02 -0.21 -2.36
H 0.46 0.37 -1.64
H 0.50 -0.42 1.91
H -0.71 0.69 2.54
H 1.17 -2.36 -0.42
H -0.68 -3.08 -1.78
H 1.28 -2.16 -2.82
H 0.45 3.19 1.35
H 1.92 1.69 0.20
H 2.10 1.95 2.58


No. 6
9
Properties=species:S:1:pos:R:3 method="wB97M-V/def2-TZVPD" total_charge=0 lumo_energy_ev="-1.5362 / -1.5562" max_force_ev_per_a=4.058 gap_ev="7.258 / 7.261"
C -2.08 -0.20 -0.11
C -1.15 -1.03 -0.16
C 1.49 1.26 0.23
C 0.01 -1.59 0.05
O 1.47 2.30 -0.36
H -3.04 0.18 -0.30
H 0.95 1.20 1.12
H 2.01 0.55 -0.41
H 0.35 -2.67 -0.07